Record 1
C7H9N as an isolated structure at a distorted geometry. Source: OMol25; level of theory: ωB97M-V/def2-TZVPD.

Element x y z (Å)
C: 0.5625 -2.4841 0.7602
C: 0.2346 -1.2953 0.0709
C: -0.6907 -1.1804 -1.0858
C: -0.6249 0.1951 -1.5318
C: 0.1161 1.1092 -0.7441
C: 0.7329 1.4943 1.0619
C: 0.0148 0.2094 0.5933
H: 1.1641 -2.2377 1.6907
H: 0.4401 -3.4382 0.2750
H: -1.3911 -1.9403 -1.4583
H: -1.5316 0.3806 -2.3366
H: 1.0827 1.2156 -1.0610
H: -1.5155 1.8852 0.3822
H: 1.0433 1.6222 2.1637
H: 1.7279 1.8032 0.3256
H: -0.9807 0.3478 0.9566
N: -0.3845 2.3132 -0.0624

Calculated values
E_HOMO	-8.215	eV
HOMO-LUMO gap	8.574	eV
relative energy (zero: lowest compared OMol25 entry of this formula, charge and spin)	202.6	kcal/mol
net charge	0

Record 2
One molecule with the formula C7H9N at a distorted geometry. Source: OMol25; level of theory: ωB97M-V/def2-TZVPD.

Element x y z (Å)
C: -2.0180 -1.1678 -1.0969
N: -0.5522 -1.2106 -1.2013
C: 0.1335 -0.2803 -0.3303
C: -0.0719 -0.3288 1.0854
C: 0.6318 0.5662 1.8999
C: 1.5720 1.5169 1.3048
C: 1.7003 1.5191 -0.1335
C: 1.0219 0.6478 -0.9043
H: -2.4706 -1.5038 0.0042
H: -2.3010 -1.8454 -1.8096
H: -2.5309 -0.4688 -1.4988
H: -0.3391 -2.1663 -1.0552
H: -0.8741 -0.8743 1.3030
H: 0.5066 0.4760 3.0606
H: 1.9952 2.1151 1.7830
H: 2.2720 2.2385 -0.5706
H: 1.3246 0.7666 -1.8405

Calculated values
E_HOMO	-8.831	eV
HOMO-LUMO gap	9.898	eV
relative energy (zero: lowest compared OMol25 entry of this formula, charge and spin)	89.0	kcal/mol
net charge	0

Record 3
C7H9N2O as an isolated structure at a distorted geometry. Source: OMol25; level of theory: ωB97M-V/def2-TZVPD.

Element x y z (Å)
C: -2.4809 -0.4718 0.3816
C: -1.4369 -0.7096 1.3384
C: -2.1497 -0.0176 -0.8814
C: -0.1997 -0.3923 0.9704
C: 0.0578 0.2642 -0.2310
C: 0.8800 -0.6275 1.9943
C: 2.3482 0.9078 -1.6206
N: 1.8977 0.7067 -0.3045
N: -0.9032 0.4835 -1.1835
O: -0.7569 1.0961 -2.2718
H: -3.6182 -0.6754 0.5699
H: -1.6540 -0.9914 2.3452
H: -2.9354 0.0600 -1.5943
H: 0.9364 -1.7415 2.0335
H: 0.5822 -0.3633 2.9901
H: 1.7961 -0.1861 1.5256
H: 3.3677 0.3094 -1.6907
H: 2.4328 1.9712 -1.9496
H: 1.8360 0.3777 -2.4216

Calculated values
E_HOMO (spin up / spin down)	-2.156 / -2.155	eV
HOMO-LUMO gap (spin up / spin down)	5.915 / 5.914	eV
relative energy (zero: lowest compared OMol25 entry of this formula, charge and spin)	80.9	kcal/mol
net charge	-1

Record 4
An isolated ion of composition C7H9N2O and charge +1 at a distorted geometry. Source: OMol25; level of theory: ωB97M-V/def2-TZVPD.

Element x y z (Å)
C: 1.2892 1.9423 0.1062
N: 0.5767 0.7312 -0.1782
C: -0.6957 0.6007 -0.2043
O: -1.7033 1.4169 -0.1182
C: -2.8981 0.7115 -0.1582
N: -2.8044 -0.5780 -0.1884
C: -1.4629 -0.9001 -0.2560
C: -0.6668 -1.9013 0.0800
C: 0.8048 -1.7194 0.3480
C: 1.4535 -0.5083 -0.4126
H: 0.9220 2.3609 1.0982
H: 1.1115 2.6365 -0.6816
H: 2.3587 1.8248 0.2526
H: -3.7637 1.2216 -0.0183
H: -0.9619 -2.9150 0.4489
H: 0.9402 -1.3714 1.4035
H: 1.3911 -2.6174 -0.0009
H: 2.4549 -0.3398 0.0851
H: 1.6539 -0.5957 -1.6057

Calculated values
E_HOMO	-13.804	eV
HOMO-LUMO gap	9.190	eV
relative energy (zero: lowest compared OMol25 entry of this formula, charge and spin)	60.2	kcal/mol
net charge	+1

Repeat the third record exactly.
C7H9N2O as an isolated structure at a distorted geometry. Source: OMol25; level of theory: ωB97M-V/def2-TZVPD.

Element x y z (Å)
C: -2.4809 -0.4718 0.3816
C: -1.4369 -0.7096 1.3384
C: -2.1497 -0.0176 -0.8814
C: -0.1997 -0.3923 0.9704
C: 0.0578 0.2642 -0.2310
C: 0.8800 -0.6275 1.9943
C: 2.3482 0.9078 -1.6206
N: 1.8977 0.7067 -0.3045
N: -0.9032 0.4835 -1.1835
O: -0.7569 1.0961 -2.2718
H: -3.6182 -0.6754 0.5699
H: -1.6540 -0.9914 2.3452
H: -2.9354 0.0600 -1.5943
H: 0.9364 -1.7415 2.0335
H: 0.5822 -0.3633 2.9901
H: 1.7961 -0.1861 1.5256
H: 3.3677 0.3094 -1.6907
H: 2.4328 1.9712 -1.9496
H: 1.8360 0.3777 -2.4216

Calculated values
E_HOMO (spin up / spin down)	-2.156 / -2.155	eV
HOMO-LUMO gap (spin up / spin down)	5.915 / 5.914	eV
relative energy (zero: lowest compared OMol25 entry of this formula, charge and spin)	80.9	kcal/mol
net charge	-1

The lowest relative energy (zero: lowest compared OMol25 entry of this formula, charge and spin) belongs to which entry? number 4

Copy entry 2 word for word.
One molecule with the formula C7H9N at a distorted geometry. Source: OMol25; level of theory: ωB97M-V/def2-TZVPD.

Element x y z (Å)
C: -2.0180 -1.1678 -1.0969
N: -0.5522 -1.2106 -1.2013
C: 0.1335 -0.2803 -0.3303
C: -0.0719 -0.3288 1.0854
C: 0.6318 0.5662 1.8999
C: 1.5720 1.5169 1.3048
C: 1.7003 1.5191 -0.1335
C: 1.0219 0.6478 -0.9043
H: -2.4706 -1.5038 0.0042
H: -2.3010 -1.8454 -1.8096
H: -2.5309 -0.4688 -1.4988
H: -0.3391 -2.1663 -1.0552
H: -0.8741 -0.8743 1.3030
H: 0.5066 0.4760 3.0606
H: 1.9952 2.1151 1.7830
H: 2.2720 2.2385 -0.5706
H: 1.3246 0.7666 -1.8405

Calculated values
E_HOMO	-8.831	eV
HOMO-LUMO gap	9.898	eV
relative energy (zero: lowest compared OMol25 entry of this formula, charge and spin)	89.0	kcal/mol
net charge	0